78
Properties=species:S:1:pos:R:3:forces:R:3 method="wB97M-V/def2-TZVPD" homo_ev=-9.2 largest_force_ev_per_a=0.2 charge=0 smiles="C[C@@H](F)CC1=C(Br)C(=O)OC1=O.c1ccccc1.c1ccccc1.c1ccccc1.c1ccccc1.c1ccccc1" spin_multiplicity=1 homo_lumo_gap_ev=8.0
C 7.5456 2.7860 -4.5581 0.028 0.077 0.007
C 7.1109 2.3080 -5.9352 -0.005 0.027 0.020
F 6.7832 0.9491 -5.8656 0.062 -0.157 0.003
C 5.9098 2.9949 -6.5749 -0.050 0.147 -0.163
C 4.6254 2.8813 -5.8320 -0.020 -0.004 0.016
C 3.5648 2.1358 -6.1321 0.035 0.010 0.063
Br 3.3110 0.9807 -7.5526 -0.022 -0.064 0.029
C 2.4979 2.3534 -5.1140 0.130 -0.022 -0.018
O 1.4425 1.8273 -5.0034 -0.202 0.003 -0.034
O 2.9566 3.3080 -4.2414 0.088 -0.007 0.021
C 4.2510 3.6564 -4.6066 -0.130 -0.188 -0.036
O 4.8749 4.4459 -3.9824 0.098 0.212 -0.017
H 7.2913 2.0259 -3.8194 -0.067 0.045 -0.003
H 8.6245 2.9319 -4.5267 -0.020 -0.039 0.032
H 7.0616 3.7196 -4.2752 0.058 -0.052 -0.025
H 7.9381 2.3876 -6.6431 -0.022 -0.038 -0.022
H 5.7564 2.5173 -7.5450 0.031 0.087 -0.011
H 6.1433 4.0471 -6.7609 0.031 -0.019 0.133
C 1.3876 -1.5250 -4.3391 0.098 -0.049 -0.038
C 0.4602 -2.0468 -3.4474 0.003 0.024 -0.014
C 0.5648 -3.3667 -3.0313 -0.035 -0.016 0.041
C 1.5963 -4.1667 -3.5036 0.013 -0.017 0.009
C 2.5258 -3.6474 -4.3940 -0.008 0.028 0.007
C 2.4200 -2.3268 -4.8095 -0.011 0.023 0.000
H 1.3172 -0.4987 -4.6728 -0.083 -0.010 0.032
H -0.3453 -1.4239 -3.0788 0.000 0.002 -0.005
H -0.1589 -3.7757 -2.3368 -0.001 -0.006 -0.012
H 1.6748 -5.1955 -3.1752 -0.003 0.000 -0.006
H 3.3304 -4.2705 -4.7630 0.002 0.002 0.001
H 3.1428 -1.9141 -5.5031 0.008 -0.030 -0.004
C -2.4398 -4.1640 1.2440 0.002 0.009 0.009
C -2.2664 -5.2033 2.1470 -0.008 -0.017 -0.007
C -1.0038 -5.7466 2.3450 -0.002 -0.018 -0.010
C 0.0849 -5.2511 1.6412 -0.004 0.005 0.006
C -0.0886 -4.2106 0.7381 0.031 0.003 -0.010
C -1.3503 -3.6676 0.5407 -0.009 0.010 -0.018
H -3.4234 -3.7388 1.0904 0.001 -0.002 -0.002
H -3.1135 -5.5871 2.7010 0.003 0.003 0.003
H -0.8688 -6.5551 3.0528 -0.003 -0.005 -0.008
H 1.0694 -5.6732 1.7978 -0.002 -0.002 -0.003
H 0.7594 -3.8228 0.1874 -0.001 0.003 0.005
H -1.4846 -2.8550 -0.1626 0.001 0.004 0.006
C -2.7663 -3.5018 8.0851 -0.004 -0.005 -0.003
C -2.8882 -2.5616 7.0710 -0.015 0.016 0.002
C -2.3192 -2.8025 5.8282 -0.012 0.000 -0.004
C -1.6271 -3.9837 5.5980 0.008 0.019 0.011
C -1.5043 -4.9229 6.6129 -0.002 -0.005 -0.002
C -2.0739 -4.6829 7.8561 -0.003 -0.001 -0.001
H -3.2107 -3.3141 9.0543 0.005 0.002 0.000
H -3.4238 -1.6375 7.2493 0.016 0.004 0.004
H -2.4137 -2.0692 5.0371 0.006 0.002 0.003
H -1.1864 -4.1704 4.6279 0.010 0.007 -0.001
H -0.9627 -5.8437 6.4350 0.000 0.002 0.001
H -1.9774 -5.4158 8.6471 0.000 0.001 -0.002
C -4.5686 1.1342 7.9560 0.001 -0.014 0.007
C -4.6880 1.1433 6.5733 -0.002 -0.018 -0.009
C -4.4326 2.3076 5.8622 0.003 0.002 0.000
C -4.0591 3.4629 6.5347 0.003 0.000 -0.001
C -3.9412 3.4539 7.9177 0.001 0.001 0.001
C -4.1955 2.2894 8.6288 0.006 0.002 -0.003
H -4.7664 0.2255 8.5110 -0.011 0.006 0.004
H -4.9814 0.2422 6.0489 0.000 0.002 0.000
H -4.5244 2.3145 4.7836 0.000 0.000 0.002
H -3.8585 4.3707 5.9803 -0.002 -0.001 0.001
H -3.6499 4.3552 8.4418 0.001 -0.002 -0.002
H -4.1020 2.2818 9.7072 -0.001 0.000 -0.002
C -2.0464 6.2892 -3.7723 -0.003 -0.002 0.007
C -2.9660 5.7745 -2.8689 -0.001 0.002 -0.003
C -2.8775 4.4480 -2.4697 -0.001 0.001 0.000
C -1.8703 3.6371 -2.9742 -0.001 -0.009 0.004
C -0.9500 4.1495 -3.8784 -0.013 0.017 0.004
C -1.0400 5.4767 -4.2759 0.014 0.000 -0.009
H -2.1139 7.3242 -4.0826 0.000 -0.002 -0.002
H -3.7516 6.4073 -2.4759 0.003 0.000 0.000
H -3.5942 4.0464 -1.7646 0.001 0.000 -0.001
H -1.7997 2.6027 -2.6623 0.000 0.001 -0.003
H -0.1674 3.5119 -4.2678 -0.022 0.010 0.017
H -0.3224 5.8802 -4.9796 -0.001 0.000 0.002